(1)
Entry from the OMol25 dataset: C3H3I2NO as an isolated structure at a distorted geometry (ωB97M-V/def2-TZVPD).

Output
Strongest force on any atom (eV/A): 2.757
Frontier orbital gap (eV): 9.0
HOMO energy (eV): -9.64
LUMO energy (eV): -0.61

Structure (XYZ):
```
10
C3H3I2NO, DFT ωB97M-V/def2-TZVPD
C -0.90 -0.83 -0.08
C 1.07 2.35 -0.86
C -0.69 -2.03 0.63
N -1.19 0.15 -0.59
O 0.97 2.23 -2.02
I 2.50 1.16 0.15
I 0.15 3.91 0.19
H -1.26 -2.94 0.32
H 0.43 -2.21 0.61
H -1.09 -1.79 1.64
```

***

(2)
Entry from the OMol25 dataset: C3H3I3 as an isolated structure at a distorted geometry (ωB97M-V/def2-TZVPD).

Output
Strongest force on any atom (eV/A): 2.672
Frontier orbital gap (alpha / beta) (eV): 6.3 / 6.9
HOMO energy (alpha / beta) (eV): -7.53 / -7.93
LUMO energy (alpha / beta) (eV): -1.21 / -0.99

Structure (XYZ):
```
9
C3H3I3, DFT ωB97M-V/def2-TZVPD
C -1.10 -1.45 -0.39
C -0.31 -3.92 -0.66
C -0.14 -0.30 -0.44
I -2.99 -0.95 -1.14
I -1.74 -4.22 -2.03
I -1.00 -2.92 1.23
H 0.13 -0.14 -1.48
H 0.65 -0.61 0.13
H -0.52 0.64 -0.10
```

***

(3)
Entry from the OMol25 dataset: a 2-piece molecular cluster, C3H3INOS overall at a distorted geometry (ωB97M-V/def2-TZVPD).

Output
Total charge: -1
Strongest force on any atom (eV/A): 3.374
Frontier orbital gap (alpha / beta) (eV): 4.1 / 4.1
HOMO energy (alpha / beta) (eV): -3.47 / -3.47
LUMO energy (alpha / beta) (eV): 0.59 / 0.59

Structure (XYZ):
```
10
C3H3INOS, DFT ωB97M-V/def2-TZVPD
C -2.34 -0.12 -0.51
C 0.19 0.72 0.23
C 0.17 -0.72 0.25
N -0.77 -0.19 -0.44
O -2.90 -0.93 -1.23
S -2.75 1.21 0.35
I 7.14 -0.98 -0.09
H -0.24 1.44 1.08
H 0.93 1.13 -0.48
H 0.56 -1.56 0.84
```

***

(4)
Entry from the OMol25 dataset: C3H3IO as an isolated structure at a distorted geometry (ωB97M-V/def2-TZVPD).

Output
Strongest force on any atom (eV/A): 4.613
Frontier orbital gap (alpha / beta) (eV): 7.3 / 7.2
HOMO energy (alpha / beta) (eV): -9.06 / -9.03
LUMO energy (alpha / beta) (eV): -1.71 / -1.81

Structure (XYZ):
```
8
C3H3IO, DFT ωB97M-V/def2-TZVPD
C 0.74 1.14 0.03
C 0.04 -1.28 -0.05
C 0.00 0.12 -0.15
O -0.88 -2.04 -0.06
I -2.84 0.59 -0.06
H 0.20 2.12 -0.07
H 1.74 0.94 0.21
H 1.01 -1.59 0.14
```

***

(5)
Entry from the OMol25 dataset: a 2-piece molecular cluster, C3H3IO2 overall at a distorted geometry (ωB97M-V/def2-TZVPD).

Output
Strongest force on any atom (eV/A): 3.970
Frontier orbital gap (alpha / beta) (eV): 8.1 / 7.4
HOMO energy (alpha / beta) (eV): -8.73 / -8.62
LUMO energy (alpha / beta) (eV): -0.63 / -1.20

Structure (XYZ):
```
9
C3H3IO2, DFT ωB97M-V/def2-TZVPD
C -0.40 -1.52 0.41
C 0.93 2.11 -0.02
C -1.16 -0.55 -0.33
O 0.74 -1.76 0.61
O 1.48 2.88 0.62
I 2.58 -0.51 0.08
H -1.40 0.16 0.48
H -2.10 -0.80 -0.63
H -0.65 0.00 -1.23
```

***

(6)
Entry from the OMol25 dataset: C3H3KLiO3 as an isolated structure at a distorted geometry (ωB97M-V/def2-TZVPD).

Output
Total charge: +1
Strongest force on any atom (eV/A): 4.252
Frontier orbital gap (eV): 6.3
HOMO energy (eV): -10.71
LUMO energy (eV): -4.36

Structure (XYZ):
```
11
C3H3KLiO3, DFT ωB97M-V/def2-TZVPD
H -0.12 2.45 -0.19
C 0.58 1.57 -0.17
C -0.01 0.19 -0.09
O 1.05 -0.74 0.08
C 0.77 -2.06 0.15
O -0.44 -2.37 0.09
O 1.61 1.86 0.40
Li 0.42 -4.05 0.25
H -0.58 0.00 -1.01
H -0.73 0.14 0.75
K -2.54 3.01 -0.25
```

***

(7)
Entry from the OMol25 dataset: C3H3KLiO4 as an isolated structure at a distorted geometry (ωB97M-V/def2-TZVPD).

Output
Total charge: +1
Strongest force on any atom (eV/A): 2.500
Frontier orbital gap (eV): 6.3
HOMO energy (eV): -11.22
LUMO energy (eV): -4.90

Structure (XYZ):
```
12
C3H3KLiO4, DFT ωB97M-V/def2-TZVPD
O -1.00 1.30 0.56
C -0.10 1.78 1.17
C 0.93 2.31 1.76
K -3.65 2.97 0.31
Li -0.61 -0.61 -0.54
H 0.97 2.28 2.85
H 1.73 2.76 1.18
O -0.63 -2.48 -1.38
C 0.76 -2.40 -1.38
O 1.41 -3.33 -1.83
O 1.13 -1.31 -0.87
H -0.94 -3.27 -1.83
```

***

(8)
Entry from the OMol25 dataset: C3H3LiO4Sn as an isolated structure at a distorted geometry (ωB97M-V/def2-TZVPD).

Output
Strongest force on any atom (eV/A): 5.053
Frontier orbital gap (alpha / beta) (eV): 4.4 / 4.4
HOMO energy (alpha / beta) (eV): -6.22 / -6.25
LUMO energy (alpha / beta) (eV): -1.81 / -1.81

Structure (XYZ):
```
12
C3H3LiO4Sn, DFT ωB97M-V/def2-TZVPD
O -4.65 -0.58 0.60
O -1.43 -0.36 -0.21
C -0.18 -0.10 0.16
C -2.39 0.70 -0.33
O 0.65 -1.01 0.18
O 0.14 1.10 0.52
C -3.38 0.78 0.69
H -2.71 0.80 -1.38
H -4.05 1.64 0.54
H -3.02 0.60 1.73
Li 2.02 0.31 0.72
Sn -1.17 2.47 0.39
```

***

(9)
Entry from the OMol25 dataset: C3H3LuO3 as an isolated structure at a distorted geometry (ωB97M-V/def2-TZVPD).

Output
Total charge: +3
2S+1: 2
Strongest force on any atom (eV/A): 5.884
Frontier orbital gap (alpha / beta) (eV): 4.8 / 4.3
HOMO energy (alpha / beta) (eV): -20.47 / -20.47
⟨S²⟩: 0.75
LUMO energy (alpha / beta) (eV): -15.67 / -16.18

Structure (XYZ):
```
10
C3H3LuO3, DFT ωB97M-V/def2-TZVPD
O -1.79 0.79 0.15
O -4.04 1.32 0.03
C -2.94 0.98 0.11
Lu 5.58 0.93 1.10
O 1.56 0.98 -0.21
C 1.06 -0.01 -0.48
H 1.14 -1.62 -0.22
C 0.04 -0.99 -0.21
H -0.13 -1.13 0.87
H -0.48 -1.25 -1.14
```

***

(10)
Entry from the OMol25 dataset: C3H3MgO as an isolated structure at a distorted geometry (ωB97M-V/def2-TZVPD).

Output
Total charge: +1
Strongest force on any atom (eV/A): 2.811
Frontier orbital gap (alpha / beta) (eV): 5.8 / 5.7
HOMO energy (alpha / beta) (eV): -12.99 / -12.66
LUMO energy (alpha / beta) (eV): -7.23 / -6.96

Structure (XYZ):
```
8
C3H3MgO, DFT ωB97M-V/def2-TZVPD
C -1.23 -0.04 -1.03
C -0.67 1.05 -1.06
H -1.83 -0.91 -1.26
H -0.28 2.01 -1.34
C 0.76 -0.58 0.64
O 0.70 0.24 1.61
Mg 1.10 -1.43 2.65
H 1.44 -0.34 -0.22
```

***

(11)
Entry from the OMol25 dataset: C3H3MgO4Sr as an isolated structure at a distorted geometry (ωB97M-V/def2-TZVPD).

Output
Total charge: -1
Strongest force on any atom (eV/A): 4.506
Frontier orbital gap (eV): 4.2
HOMO energy (eV): -2.23
LUMO energy (eV): 2.02

Structure (XYZ):
```
12
C3H3MgO4Sr, DFT ωB97M-V/def2-TZVPD
O -1.80 0.32 0.67
C -1.31 -0.86 0.77
O -1.65 -1.66 1.65
Sr -0.90 1.98 -0.58
O 0.31 -0.04 -0.97
C 0.05 -1.14 -0.18
C 1.33 -1.59 0.55
O 2.12 -0.52 0.97
Mg 1.86 1.03 -0.13
H 1.88 -2.24 -0.16
H 1.03 -2.24 1.40
H -0.72 -1.98 -0.59
```

***

(12)
Entry from the OMol25 dataset: a 2-piece molecular cluster, C3H3N overall at a distorted geometry (ωB97M-V/def2-TZVPD).

Output
Strongest force on any atom (eV/A): 5.404
Frontier orbital gap (eV): 10.5
HOMO energy (eV): -9.75
LUMO energy (eV): 0.71

Structure (XYZ):
```
7
C3H3N, DFT ωB97M-V/def2-TZVPD
C -2.32 -0.33 0.01
C -1.12 -0.17 -0.02
C 0.90 0.25 -0.13
N 1.45 -0.79 0.09
H -3.31 -0.72 0.16
H 1.13 1.38 -0.32
H 2.49 -0.90 -0.03
```

***

- Which formula does entry 2 have?
  C3H3I3

***

- Among the records above, which one has the highest strongest force on any atom?
  C3H3LuO3

***

- Number 7 is which compound?
  C3H3KLiO4

***

- Which value of strongest force on any atom does entry 10 give?
  2.811 eV/A